*i*
16
Properties=species:S:1:pos:R:3:lowdin_charge:R:1 method="wB97M-V/def2-TZVPD" total_charge=+1 spin_multiplicity=1 molar_mass_g_mol=123.14 homo_ha="-0.4911 / -0.4915"
C -1.904 2.026 -0.444 -0.103
C -1.402 1.138 -1.343 -0.029
C -0.235 1.187 0.339 -0.012
C 1.000 -0.900 1.133 -0.066
C 0.769 -0.356 -1.204 -0.060
N -1.242 1.926 0.745 0.152
N -0.326 0.483 -0.794 -0.037
N 0.991 -1.308 -0.103 0.056
N 1.191 -1.431 2.330 0.198
H -2.800 2.538 -0.565 0.107
H -1.909 0.984 -2.243 0.119
H 0.582 -0.864 -2.060 0.119
H 1.628 0.249 -1.291 0.135
H 1.335 -2.327 -0.211 0.216
H 0.824 -1.022 3.111 0.090
H 1.498 -2.323 2.599 0.117

---

*ii*
16
Properties=species:S:1:pos:R:3:lowdin_charge:R:1 method="wB97M-V/def2-TZVPD" total_charge=+1 spin_multiplicity=1 molar_mass_g_mol=123.14 homo_ha=-0.5160
C -1.287 1.174 0.303 0.051
C -0.992 2.149 -0.635 -0.062
C 0.861 1.009 -1.516 -0.053
C -0.430 0.082 0.227 -0.297
C 0.390 -2.014 0.637 -0.201
N -0.003 2.054 -1.552 0.128
N 0.595 0.093 -0.622 0.143
N -0.445 -0.940 1.088 0.104
N 1.523 -1.512 -0.108 0.233
H -2.225 1.022 0.856 0.143
H -1.568 3.059 -0.504 0.132
H 1.824 0.930 -1.918 0.137
H 0.590 -2.608 1.614 0.190
H 0.019 -2.696 -0.020 0.092
H -1.093 -0.855 1.852 0.167
H 2.240 -0.945 0.298 0.095

---

Which is the most stable structure? *ii* is the most stable.

---

*i*
104
Properties=species:S:1:pos:R:3:lowdin_charge:R:1 method="wB97M-V/def2-TZVPD" total_charge=-1 spin_multiplicity=5 molar_mass_g_mol=1179.50 homo_ha="-0.1540 / -0.1539"
Fe 0.014 0.174 -0.257 0.454
C -3.767 0.882 3.988 -0.436
S -3.329 -0.711 3.252 0.782
C -2.010 -0.293 2.152 -1.162
S -1.511 -1.555 1.145 0.550
N -1.586 0.955 2.278 -0.081
N -0.634 1.331 1.387 -0.111
C -0.197 2.529 1.512 -0.101
C 0.718 3.073 0.511 -0.250
C 1.209 4.371 0.643 -0.036
C 2.047 4.880 -0.330 -0.073
C 2.357 4.090 -1.428 -0.058
C 1.818 2.814 -1.485 -0.171
N 1.033 2.307 -0.545 0.089
H -4.643 0.695 4.610 0.018
H -4.012 1.594 3.204 0.023
H -2.951 1.271 4.590 0.020
H -0.563 3.157 2.323 0.122
H 0.920 4.959 1.502 0.103
H 2.452 5.881 -0.240 0.103
H 2.998 4.449 -2.221 0.101
H 2.017 2.166 -2.331 0.094
Cl 3.408 0.108 -0.973 0.637
C 2.369 -0.637 -2.186 -0.682
C 1.026 -0.883 -1.887 -0.214
C 0.370 -1.589 -2.897 -0.681
Cl -1.268 -2.125 -2.609 0.672
C 0.926 -1.908 -4.135 -0.705
Cl 0.015 -2.728 -5.359 0.648
C 2.248 -1.566 -4.400 -0.725
Cl 2.958 -1.904 -5.939 0.633
C 2.989 -0.950 -3.398 -0.717
Cl 4.659 -0.576 -3.699 0.616
Cl 3.503 5.382 4.005 0.668
C 3.533 3.673 4.316 -0.656
C 3.891 2.785 3.314 -0.075
C 3.961 1.435 3.612 -0.016
C 3.677 0.951 4.887 -0.193
C 3.775 -0.526 5.210 -0.290
C 2.478 -1.278 4.883 -0.062
N 2.171 -1.311 3.473 -0.056
C 2.533 -2.323 2.611 -0.054
C 2.105 -1.940 1.382 -0.158
N 1.477 -0.725 1.467 -0.004
C 1.521 -0.378 2.728 -0.165
O 4.786 -1.236 4.495 -0.104
C 6.178 -1.031 4.810 -0.131
C 6.880 0.065 4.059 -0.329
C 7.287 1.257 4.575 -0.985
Cl 7.150 1.777 6.205 0.667
S 7.955 2.307 3.394 0.990
C 7.685 1.144 2.161 -0.399
C 7.119 0.013 2.651 -0.138
C 3.284 1.874 5.848 -0.584
Cl 2.876 1.358 7.463 0.710
C 3.211 3.230 5.583 -0.136
H 4.118 3.142 2.319 0.114
H 4.252 0.734 2.843 0.129
H 3.949 -0.644 6.286 0.116
H 1.642 -0.844 5.435 0.137
H 2.618 -2.307 5.210 0.135
H 3.061 -3.195 2.954 0.117
H 2.191 -2.455 0.440 0.101
H 1.088 0.514 3.152 0.129
H 6.638 -1.982 4.539 0.132
H 6.298 -0.878 5.887 0.111
H 7.955 1.371 1.143 0.069
H 6.847 -0.835 2.038 0.124
H 2.923 3.926 6.357 0.104
N -1.543 0.773 -1.203 -0.298
P -2.473 1.216 -2.310 0.686
C -4.049 0.303 -2.459 -0.281
C -5.007 0.588 -3.430 -0.099
C -6.213 -0.097 -3.440 -0.099
C -6.469 -1.063 -2.474 -0.104
C -5.519 -1.343 -1.502 -0.079
C -4.308 -0.662 -1.494 -0.088
C -3.097 2.939 -2.100 -0.261
C -3.370 3.838 -3.125 -0.091
C -3.861 5.106 -2.836 -0.101
C -4.086 5.481 -1.520 -0.110
C -3.807 4.591 -0.489 -0.093
C -3.310 3.329 -0.778 -0.081
C -1.747 1.244 -3.992 -0.283
C -0.636 2.080 -4.130 -0.098
C 0.100 2.091 -5.302 -0.086
C -0.259 1.253 -6.352 -0.098
C -1.350 0.411 -6.218 -0.111
C -2.094 0.405 -5.042 -0.098
H -4.815 1.355 -4.173 0.101
H -6.955 0.124 -4.198 0.093
H -7.413 -1.595 -2.481 0.092
H -5.717 -2.094 -0.747 0.101
H -3.547 -0.872 -0.748 0.052
H -3.187 3.552 -4.155 0.100
H -4.064 5.802 -3.641 0.094
H -4.470 6.469 -1.296 0.092
H -3.971 4.885 0.541 0.095
H -3.053 2.629 0.011 0.091
H -0.347 2.701 -3.289 0.093
H 0.964 2.739 -5.395 0.098
H 0.321 1.248 -7.266 0.097
H -1.614 -0.262 -7.024 0.096
H -2.923 -0.283 -4.932 0.098

---

*ii*
104
Properties=species:S:1:pos:R:3:lowdin_charge:R:1 method="wB97M-V/def2-TZVPD" total_charge=-1 spin_multiplicity=5 molar_mass_g_mol=1179.50 homo_ha="-0.1600 / -0.1541"
Fe 0.543 0.618 -0.255 0.497
C 5.180 -2.503 -1.267 -0.434
S 3.819 -2.416 -2.449 0.730
C 2.690 -1.438 -1.405 -1.134
S 3.041 0.186 -1.162 0.601
N 1.748 -2.196 -0.904 -0.088
N 0.875 -1.503 -0.081 -0.067
C 0.416 -2.162 0.909 -0.069
C -0.506 -1.525 1.862 -0.263
C -0.922 -2.216 2.997 -0.024
C -1.757 -1.569 3.894 -0.077
C -2.144 -0.265 3.627 -0.065
C -1.678 0.343 2.468 -0.147
N -0.877 -0.270 1.610 0.054
H 6.002 -3.035 -1.745 0.021
H 4.874 -3.042 -0.370 0.034
H 5.504 -1.496 -1.006 0.009
H 0.733 -3.187 1.089 0.122
H -0.590 -3.232 3.169 0.108
H -2.096 -2.074 4.790 0.102
H -2.786 0.285 4.303 0.102
H -1.942 1.366 2.222 0.109
Cl -2.431 0.906 -0.860 0.661
C -1.681 2.511 -0.887 -0.667
C -0.306 2.556 -0.789 -0.259
C 0.238 3.825 -0.904 -0.700
Cl 1.981 3.981 -0.862 0.680
C -0.526 4.981 -1.025 -0.717
Cl 0.210 6.544 -1.098 0.644
C -1.918 4.875 -1.071 -0.719
Cl -2.899 6.294 -1.187 0.635
C -2.514 3.618 -1.020 -0.716
Cl -4.236 3.472 -1.105 0.635
Cl -1.035 -6.244 -1.642 0.660
C -0.966 -5.100 -2.951 -0.655
C 0.102 -4.223 -3.036 -0.082
C 0.140 -3.327 -4.090 -0.026
C -0.861 -3.287 -5.060 -0.200
C -0.823 -2.255 -6.167 -0.302
C -1.403 -0.921 -5.692 -0.059
N -0.610 -0.284 -4.666 -0.063
C 0.410 0.623 -4.872 -0.047
C 0.882 0.947 -3.638 -0.137
N 0.199 0.233 -2.684 0.017
C -0.691 -0.479 -3.325 -0.187
O 0.485 -1.997 -6.637 -0.089
C 1.001 -3.004 -7.498 -0.143
C 1.566 -4.166 -6.740 -0.327
C 1.040 -5.421 -6.715 -0.971
Cl -0.350 -5.970 -7.570 0.663
S 1.863 -6.475 -5.644 0.995
C 2.950 -5.225 -5.203 -0.403
C 2.684 -4.068 -5.857 -0.147
C -1.921 -4.175 -4.918 -0.590
Cl -3.244 -4.177 -6.064 0.685
C -1.989 -5.091 -3.880 -0.135
H 0.878 -4.212 -2.281 0.092
H 0.970 -2.634 -4.164 0.125
H -1.449 -2.600 -6.995 0.113
H -2.412 -1.092 -5.317 0.137
H -1.464 -0.237 -6.539 0.136
H 0.690 0.936 -5.863 0.117
H 1.681 1.614 -3.360 0.082
H -1.407 -1.153 -2.880 0.128
H 1.779 -2.519 -8.088 0.135
H 0.223 -3.351 -8.183 0.107
H 3.710 -5.404 -4.458 0.068
H 3.228 -3.148 -5.689 0.116
H -2.821 -5.776 -3.803 0.103
N 1.411 1.350 1.466 -0.289
P 2.304 2.132 2.399 0.669
C 1.639 3.770 2.918 -0.272
C 2.274 4.667 3.772 -0.098
C 1.670 5.870 4.109 -0.097
C 0.417 6.188 3.596 -0.100
C -0.230 5.294 2.753 -0.082
C 0.379 4.090 2.422 -0.088
C 2.608 1.369 4.055 -0.257
C 3.805 1.404 4.762 -0.089
C 3.919 0.779 5.999 -0.099
C 2.833 0.112 6.547 -0.109
C 1.630 0.071 5.849 -0.094
C 1.524 0.692 4.615 -0.081
C 4.008 2.505 1.832 -0.296
C 4.835 1.408 1.582 -0.130
C 6.100 1.580 1.043 -0.095
C 6.554 2.855 0.728 -0.101
C 5.732 3.950 0.948 -0.093
C 4.466 3.774 1.495 -0.115
H 3.250 4.425 4.184 0.104
H 2.177 6.565 4.770 0.094
H -0.051 7.132 3.850 0.094
H -1.204 5.539 2.344 0.101
H -0.092 3.378 1.753 0.074
H 4.663 1.919 4.346 0.099
H 4.862 0.811 6.533 0.095
H 2.922 -0.378 7.509 0.092
H 0.776 -0.452 6.266 0.093
H 0.597 0.643 4.053 0.080
H 4.466 0.409 1.786 0.103
H 6.725 0.716 0.848 0.096
H 7.539 2.990 0.297 0.093
H 6.069 4.945 0.682 0.096
H 3.823 4.635 1.635 0.088

---

Which is the most stable structure? *i* is the most stable.

---

*i*
17
Properties=species:S:1:pos:R:3:lowdin_charge:R:1 method="wB97M-V/def2-TZVPD" spin_multiplicity=1 molar_mass_g_mol=102.12 homo_ha="-0.2901 / -0.2855"
C 0.336 2.370 -1.648 -0.050
C 1.178 2.340 -0.615 -0.246
C 2.583 1.665 -0.702 -0.120
C -1.322 -2.976 1.065 -0.243
C -2.233 -1.847 1.356 -0.742
P -1.508 -0.250 1.042 0.724
H 0.542 1.809 -2.527 0.035
H -0.446 3.095 -1.874 0.051
H 0.961 2.916 0.295 0.087
H 2.623 0.836 -1.476 0.080
H 2.872 1.155 0.236 0.055
H 3.294 2.505 -0.955 0.081
H -0.496 -2.637 0.567 -0.001
H -0.803 -3.322 1.981 0.082
H -1.693 -3.833 0.525 0.070
H -2.936 -1.795 2.231 0.068
H -2.952 -2.032 0.498 0.069

---

*ii*
17
Properties=species:S:1:pos:R:3:lowdin_charge:R:1 method="wB97M-V/def2-TZVPD" spin_multiplicity=1 molar_mass_g_mol=102.12 homo_ha="-0.2859 / -0.2952"
C 0.541 -0.567 -0.262 -0.279
C 0.787 -0.812 1.273 -0.091
C -0.583 0.366 -0.558 -0.185
C 0.450 -2.241 1.717 -0.137
C -0.268 1.834 -0.653 -0.527
P -0.653 2.557 -2.384 0.752
H 1.466 -0.216 -0.635 0.084
H 0.467 -1.591 -0.505 0.074
H 0.660 -0.008 1.993 0.077
H -1.376 0.081 0.150 0.087
H -0.596 -2.558 1.393 0.098
H 0.495 -2.288 2.779 0.039
H 1.221 -2.948 1.330 0.082
H 0.807 2.036 -0.215 0.102
H -1.019 2.436 0.061 0.095
H -2.068 2.451 -2.335 -0.119
H -0.332 1.468 -3.148 -0.152

---

Which is the most stable structure? *i* is the most stable.